Entry 1:
Entry from OMol25: a cluster of 14 separate species, C32H65Br4N10O24 in total (ωB97M-V/def2-TZVPD).

Element x y z (Å)
H: -0.439 2.761 5.447
O: -2.851 -4.938 1.950
H: 4.504 6.262 0.746
H: -4.496 -2.139 4.293
O: 1.483 -4.107 -3.151
H: 5.897 -4.177 -0.320
C: -1.898 0.153 -0.272
C: -1.566 6.174 1.500
N: -1.828 -5.236 1.268
H: -2.346 -1.738 -5.465
N: 3.280 4.902 1.636
H: 1.418 6.058 -1.268
H: -1.527 4.350 -2.254
H: -1.625 0.746 1.780
O: 2.599 5.195 -3.716
N: -4.241 -2.507 -5.738
H: -0.286 -2.508 -1.643
C: 1.686 1.014 -5.979
H: 2.986 0.669 0.146
H: -0.691 2.193 3.787
N: 0.585 -0.414 -0.140
C: -0.767 0.515 -6.193
O: 0.342 1.418 -2.695
C: -0.881 -1.595 -1.634
H: 1.295 -2.382 -5.721
H: -0.289 -1.032 5.813
O: -3.576 -4.537 -2.176
N: -4.085 -3.902 -1.249
H: 0.386 5.150 -2.522
H: 7.337 0.773 2.703
H: 1.371 -1.606 6.146
H: 0.294 -0.078 2.760
H: -3.570 -1.472 -4.097
C: -1.644 1.224 0.801
O: 2.770 1.348 -6.548
C: -0.673 -5.902 1.855
H: 1.290 1.415 2.733
C: -0.974 0.932 -4.809
O: -0.500 -3.687 4.689
H: -2.932 -0.192 -0.295
C: 1.223 5.141 -1.824
H: -2.175 -2.378 0.702
O: -1.775 -4.859 0.105
H: -0.449 -0.952 -2.401
H: -1.835 0.657 -1.236
H: 5.448 -1.609 2.604
C: -1.210 -1.935 0.947
C: -3.655 -1.571 3.896
H: 5.082 -5.597 -0.625
H: 2.519 2.271 0.678
H: -1.898 -1.794 -1.973
O: 2.467 -2.116 -3.203
C: 0.444 0.544 -6.713
H: -1.312 -1.424 1.904
H: 3.581 -2.858 -0.840
C: 1.039 0.494 2.207
H: -1.846 1.028 6.323
H: -0.377 -2.599 1.178
C: -0.307 1.816 0.587
H: -2.193 2.659 -2.404
H: -1.034 -6.274 2.814
O: 2.361 5.033 0.823
N: 0.320 -2.781 4.780
H: -2.840 -3.041 -4.297
O: -3.307 3.983 -0.575
C: 6.510 0.259 2.214
N: -2.791 5.455 1.961
C: 4.602 5.283 1.215
C: 6.217 -0.994 3.071
C: -2.335 3.718 -2.624
O: -4.349 -1.795 -6.736
H: -2.638 3.855 -3.661
H: -1.023 5.668 0.703
H: -2.293 2.090 0.673
O: 1.623 -1.313 -0.359
H: -2.776 -2.213 3.951
C: 3.670 -3.885 -0.485
H: 1.910 -0.152 2.308
H: -4.550 -5.356 0.145
O: 0.449 0.154 -7.938
O: -4.563 4.059 -2.316
O: 1.186 -2.536 3.966
Br: 7.828 -2.130 3.240
C: -3.140 -2.145 -4.840
O: 3.226 4.373 2.721
N: 1.652 -2.930 -3.570
Br: 5.360 -4.389 -2.796
H: 2.105 1.739 -0.929
N: -3.512 3.938 -1.754
H: -1.674 0.230 -6.706
H: 6.786 -0.067 1.211
N: 2.453 4.802 -2.604
H: -0.080 2.640 1.264
H: -5.942 -5.003 -0.903
H: 0.057 -5.096 1.926
H: 5.897 -0.722 4.077
H: -2.606 2.048 4.992
H: -4.240 0.312 4.679
C: 5.005 -4.531 -0.837
H: 0.555 -1.508 -4.526
C: -0.837 -1.010 -0.194
O: -2.115 0.882 -4.328
C: 0.810 -2.542 -4.758
H: -0.020 -3.241 -4.867
C: -5.110 -4.564 -0.353
H: -1.765 7.131 1.017
C: 0.334 -1.908 5.994
H: -0.849 6.386 2.293
O: -2.157 0.149 4.537
O: -3.851 -2.738 -0.997
C: 0.896 0.778 0.684
C: 0.353 1.351 -3.951
O: -4.997 -3.456 -5.488
H: 4.982 4.569 0.484
H: -0.308 2.258 -0.409
C: 2.184 1.406 0.106
H: -0.456 -6.803 1.281
H: 2.848 -4.421 -0.959
O: 3.342 4.179 -2.010
C: -3.408 -0.375 4.835
H: -3.787 -1.211 2.875
H: 0.063 -2.550 6.832
H: 5.289 5.379 2.056
C: 1.636 1.468 -4.678
Br: 4.847 1.421 2.005
C: -1.845 1.319 5.272
O: -2.665 4.325 2.452
H: 0.342 1.218 4.923
C: -0.520 1.876 4.816
Br: 3.407 -3.893 1.475
O: -3.863 6.107 1.836
H: -5.539 -3.821 0.320
H: 1.017 4.262 -1.213
H: -3.405 -0.640 5.892
H: 2.459 1.910 -4.136

Calculated values
2S+1   2
Highest occupied orbital energy (spin up / spin down)   -7.348 / -7.317 eV
HOMO-LUMO gap (spin up / spin down)   3.32 / 3.33 eV

Entry 2:
Entry from OMol25: an isolated molecule of C4H10O2 (ωB97M-V/def2-TZVPD).

Element x y z (Å)
H: -1.219 -1.969 0.716
H: -1.297 0.186 1.967
H: -2.761 0.505 0.743
C: -1.056 -1.033 0.169
C: 1.988 0.745 -0.863
H: -1.506 -1.142 -0.822
O: 0.640 0.348 -0.790
H: 2.036 1.621 -1.513
H: -0.804 1.396 -0.287
H: 0.930 -1.668 -0.436
H: 2.615 -0.050 -1.293
O: -1.603 1.471 0.265
H: 0.898 -0.635 1.019
H: 2.382 1.005 0.131
C: -1.682 0.018 0.966
C: 0.438 -0.798 0.028

Calculated values
Energy relative to the best compared isomer or geometry (same formula, charge and spin)   69.8 kcal per mole
2S+1   1
Highest occupied orbital energy   -9.394 eV
HOMO-LUMO gap   10.32 eV

Entry 3:
Entry from OMol25: an isolated molecule of C4H6 (ωB97M-V/def2-TZVPD).

Element x y z (Å)
H: 2.748 -0.494 -0.542
C: -1.758 0.013 0.653
H: -0.595 1.160 -0.772
H: 1.749 0.850 -1.246
C: 0.617 -0.489 0.002
H: -2.605 0.777 0.466
H: 0.787 -1.280 0.757
H: -1.995 -0.778 1.370
C: -0.665 0.293 -0.043
C: 1.718 -0.052 -0.645

Calculated values
Energy relative to the best compared isomer or geometry (same formula, charge and spin)   10.0 kcal per mole
2S+1   1
Highest occupied orbital energy   -9.024 eV
HOMO-LUMO gap   10.17 eV

Entry 4:
Entry from OMol25: a cluster of 2 separate species, C3H7N in total (ωB97M-V/def2-TZVPD).

Element x y z (Å)
C: -2.684 0.328 -3.421
H: -1.575 0.213 -3.708
H: 2.529 -0.195 4.389
N: 3.090 -0.159 3.484
H: -4.284 1.032 -2.475
H: 4.197 -1.580 2.532
C: 3.853 -1.181 3.477
H: -3.472 0.165 -4.206
H: -2.739 1.890 -1.995
H: 4.288 -1.611 4.439
C: -3.203 1.096 -2.515

Calculated values
Energy relative to the best compared isomer or geometry (same formula, charge and spin)   60.2 kcal per mole
2S+1   1
Highest occupied orbital energy   -9.891 eV
HOMO-LUMO gap   11.12 eV

Entry 5:
Entry from OMol25: an isolated molecule of C31H31ClN2O2 (ωB97M-V/def2-TZVPD).

Element x y z (Å)
C: -1.727 1.789 -0.137
H: 2.476 1.830 5.408
H: -3.563 -1.794 -4.779
N: 2.715 -1.338 2.056
C: -1.681 0.187 1.497
H: -1.531 3.803 -0.817
H: 0.857 -2.949 -0.125
H: 2.080 -3.618 0.945
C: 2.510 -0.094 2.638
C: 1.912 -1.488 0.954
H: -4.154 2.002 3.111
C: -1.059 0.629 0.274
H: -3.149 4.083 0.590
C: 3.383 -0.407 -3.291
N: -2.779 2.013 0.709
C: 0.253 0.151 -0.325
C: 1.406 -2.325 -2.857
O: -0.442 0.964 -3.166
C: 1.317 2.189 3.614
C: 2.864 0.325 3.908
C: 2.563 -2.671 -3.553
C: -1.337 -0.697 2.522
H: 0.735 1.081 -0.666
C: -3.694 3.129 0.587
H: -4.376 3.096 1.436
H: 3.993 -2.025 3.540
C: 1.201 -0.297 0.758
H: 4.501 -1.991 -4.219
C: -2.777 1.078 1.739
H: -0.588 -1.464 2.336
H: 2.649 -3.675 -3.945
C: -3.403 1.224 2.965
C: 2.205 -0.043 -2.617
H: -2.093 2.664 -2.051
C: 2.238 1.479 4.405
C: -3.773 -0.802 -4.393
H: -2.695 0.983 -3.840
H: -1.656 -1.236 4.584
H: 0.577 -3.018 -2.718
C: 1.006 1.780 2.313
H: -4.419 -0.890 -3.525
H: 0.824 3.072 4.028
H: -4.318 -0.267 -5.166
H: -0.402 2.651 -1.570
H: -4.270 3.058 -0.346
C: -2.512 -0.068 -4.067
H: 3.591 -0.240 4.487
C: 0.064 -0.720 -1.481
H: 4.542 -2.378 1.873
H: -1.784 -0.139 -4.881
C: 1.553 0.587 1.839
Cl: 4.566 0.790 -3.601
H: 2.576 -2.823 -0.569
C: -0.784 -0.052 -2.580
H: -3.413 0.476 4.985
H: 0.312 2.333 1.688
C: 3.668 -2.319 2.539
C: -2.964 0.382 3.998
C: 3.579 -1.727 -3.714
C: -1.958 -0.575 3.768
H: -0.437 -1.647 -1.165
C: 1.297 -1.052 -2.296
O: -1.923 -0.680 -2.890
C: -1.418 2.776 -1.190
C: 1.864 -2.788 0.264
H: 1.996 1.005 -2.405
H: 3.205 -3.311 2.587

Calculated values
Energy relative to the best compared isomer or geometry (same formula, charge and spin)   0.0 kcal per mole
2S+1   1
Highest occupied orbital energy   -7.248 eV
HOMO-LUMO gap   7.91 eV

Entry 6:
Entry from OMol25: an isolated molecule of C4H8O (ωB97M-V/def2-TZVPD).

Element x y z (Å)
H: 0.533 1.646 -0.286
H: 0.359 -2.253 -1.349
C: 0.179 0.749 0.318
H: 0.174 0.153 -1.838
C: -1.232 1.082 0.832
C: 0.256 -0.212 -0.810
C: 0.798 -1.562 -0.619
H: 0.659 -1.859 0.426
H: 1.884 -1.572 -0.789
H: -1.669 0.185 1.282
H: -1.128 1.843 1.612
O: 1.085 0.346 1.176
H: -1.898 1.455 0.046

Calculated values
Energy relative to the best compared isomer or geometry (same formula, charge and spin)   86.9 kcal per mole
2S+1   1
Highest occupied orbital energy (spin up / spin down)   -8.321 / -9.442 eV
HOMO-LUMO gap (spin up / spin down)   7.14 / 9.11 eV

no.,DFT total energy (eV)
1,-378414.04687
2,-8402.52073
3,-4243.52844
4,-4711.54765
5,-52248.50629
6,-6321.39843